1.
Formula: C32H41Cl3IN8O5PRbS2
Source: the OMol25 dataset
Level of theory: ωB97M-V/def2-TZVPD

Each line ends with the Mulliken charge.
Positions of all 94 atoms, in Å:
Rb 0.388 -0.584 0.031  0.00
C 2.516 -1.177 -5.156  -1.86
C 1.989 -0.836 -3.787  0.06
N 2.158 -1.547 -2.744  0.44
N 2.939 -2.662 -2.880  -0.40
C 2.726 -3.766 -2.105  -0.12
N 3.694 -4.730 -2.337  -0.53
S 1.481 -3.972 -1.061  0.04
C 1.224 0.428 -3.609  0.59
C 0.152 0.729 -4.437  -0.76
C -0.547 1.901 -4.209  -0.57
C -0.132 2.734 -3.186  -0.76
C 0.957 2.351 -2.417  -0.11
N 1.626 1.219 -2.615  0.40
H 2.310 -2.217 -5.416  0.40
H 3.598 -1.014 -5.198  0.35
H 2.064 -0.533 -5.906  0.46
H 3.506 -2.773 -3.708  0.36
H 4.639 -4.388 -2.443  0.21
H 3.616 -5.499 -1.689  0.31
H -0.162 0.033 -5.203  0.47
H -1.416 2.145 -4.808  0.35
H -0.652 3.656 -2.960  0.43
H 1.287 2.960 -1.586  0.37
C -7.441 3.017 -1.291  -1.47
C -6.267 2.073 -1.323  1.15
C -5.062 2.459 -1.902  -0.69
C -3.977 1.593 -1.943  0.08
C -4.081 0.320 -1.398  -0.53
C -5.275 -0.074 -0.816  -0.77
C -6.357 0.793 -0.783  -0.97
S -2.671 -0.803 -1.378  1.14
O -2.994 -1.810 -2.381  -0.90
O -1.570 0.104 -1.740  0.05
N -2.514 -1.274 0.061  0.02
C -2.755 -2.634 0.497  -0.72
C -1.626 -3.281 1.356  0.14
O -1.895 -4.420 1.780  -0.84
O -0.561 -2.626 1.570  -0.14
H -7.141 4.012 -0.955  0.34
H -8.219 2.654 -0.619  0.34
H -7.884 3.128 -2.284  0.30
H -4.968 3.457 -2.321  0.36
H -3.030 1.888 -2.377  0.34
H -5.342 -1.059 -0.367  0.39
H -7.284 0.477 -0.316  0.30
H -2.921 -3.314 -0.345  0.36
H -3.650 -2.696 1.129  0.20
I 5.277 1.843 -2.983  0.03
C 4.353 2.143 -1.138  -0.30
C 4.221 3.409 -0.601  -0.27
C 3.547 3.536 0.605  -0.65
C 3.035 2.396 1.204  -0.10
N 3.185 1.178 0.693  -0.18
C 3.826 1.051 -0.461  0.08
H 4.622 4.275 -1.111  0.36
H 3.403 4.507 1.059  0.38
H 2.472 2.451 2.128  0.39
H 3.913 0.049 -0.860  0.22
Cl 6.035 -5.090 0.411  -0.14
C 4.849 -4.373 1.540  0.88
Cl 5.643 -4.077 3.083  -0.11
Cl 3.474 -5.445 1.742  -0.02
C 4.390 -3.095 0.997  -0.39
N 4.028 -2.094 0.570  -0.23
C 1.763 -1.475 5.756  -1.94
C 1.006 -1.889 4.492  2.95
C 1.815 -2.917 3.688  -1.57
C -0.372 -2.471 4.837  -1.47
C 0.814 -0.685 3.658  -0.72
N 0.674 0.288 3.060  -0.24
H 1.906 -2.358 6.382  0.42
H 1.206 -0.733 6.330  0.42
H 2.743 -1.062 5.510  0.38
H 1.967 -3.800 4.312  0.42
H 2.792 -2.499 3.424  0.26
H 1.268 -3.198 2.786  0.32
H -0.232 -3.366 5.447  0.41
H -0.887 -2.756 3.920  0.06
H -0.974 -1.755 5.400  0.41
C -0.510 3.728 2.786  -1.32
P -0.975 2.928 1.234  1.22
C -2.018 4.119 0.362  -1.07
C -2.089 1.609 1.697  -0.53
O 0.217 2.529 0.430  -0.18
H -1.386 4.022 3.366  0.38
H 0.102 4.607 2.579  0.33
H 0.074 3.004 3.356  0.25
H -2.846 4.460 0.985  0.37
H -2.423 3.620 -0.520  0.05
H -1.416 4.973 0.051  0.38
H -2.976 2.017 2.187  0.49
H -1.587 0.912 2.367  0.08
H -2.398 1.043 0.816  -0.16

- Energy relative to the best compared isomer or geometry (same formula, charge and spin): 18.4 kcal per mole
- Spin multiplicity: 1
- Total charge: -1
- HOMO energy: -4.25 eV
- HOMO-LUMO gap: 0.2174 Eh
- Total energy: -4898.4532 Eh

2.
Formula: C32H41ClF6NO4PPdS2Si
Source: the OMol25 dataset
Level of theory: ωB97M-V/def2-TZVPD

Each line ends with the Mulliken charge.
Positions of all 90 atoms, in Å:
Pd -0.116 0.610 -0.724  1.32
Cl 2.403 1.389 -0.659  -0.12
C 2.926 1.101 0.978  0.84
C 4.284 0.942 1.195  -0.53
C 4.748 0.710 2.479  -0.67
C 3.851 0.639 3.535  -0.77
C 2.493 0.801 3.305  -0.79
C 1.998 1.030 2.020  -0.71
P 0.207 1.200 1.667  1.08
C 0.023 3.014 1.573  1.15
C -1.242 3.541 1.310  -0.25
C -1.416 4.910 1.177  -0.86
C -0.329 5.765 1.294  -0.67
C 0.931 5.247 1.553  -0.75
C 1.108 3.877 1.691  -0.93
C -0.574 0.806 3.282  0.24
C -0.569 -0.516 3.735  -0.02
C -1.153 -0.858 4.944  -0.98
C -1.772 0.115 5.717  -0.63
C -1.782 1.430 5.280  -0.76
C -1.183 1.776 4.074  -0.78
H 4.967 1.000 0.355  0.53
H 5.810 0.585 2.651  0.38
H 4.207 0.462 4.543  0.42
H 1.801 0.749 4.136  0.47
H -2.088 2.879 1.194  0.70
H -2.402 5.307 0.967  0.44
H -0.461 6.834 1.177  0.38
H 1.785 5.908 1.639  0.43
H 2.100 3.488 1.882  0.37
H -0.089 -1.284 3.148  0.40
H -1.130 -1.888 5.279  0.46
H -2.241 -0.151 6.656  0.39
H -2.255 2.197 5.880  0.45
H -1.188 2.811 3.761  0.39
F -4.222 2.183 -3.578  -0.20
C -4.181 1.897 -2.283  0.37
F -4.908 0.808 -2.050  -0.20
F -4.678 2.914 -1.588  -0.18
S -2.466 1.543 -1.752  0.33
O -2.577 1.359 -0.320  -0.72
O -2.078 0.376 -2.517  -0.61
N -1.801 2.890 -2.227  -0.29
S -0.242 2.990 -2.511  0.71
O 0.464 3.684 -1.478  -0.49
O 0.358 1.780 -3.051  -0.68
C -0.292 4.167 -3.912  0.35
F -0.879 3.612 -4.967  -0.21
F -0.956 5.264 -3.563  -0.19
F 0.959 4.488 -4.222  -0.20
C -2.733 -2.319 -1.664  -1.67
C -1.636 -2.532 -0.607  3.34
C -1.601 -4.031 -0.283  -2.07
C -2.089 -1.777 0.652  -1.94
Si 0.093 -1.893 -1.204  -0.27
C 1.543 -2.717 -0.201  3.00
C 1.275 -2.580 1.297  -2.13
C 2.921 -2.096 -0.471  -1.78
C 1.693 -4.208 -0.543  -2.08
C 0.383 -2.203 -3.076  2.97
C -0.435 -1.258 -3.968  -2.06
C 1.855 -2.003 -3.458  -2.01
C -0.020 -3.647 -3.407  -1.74
H -3.700 -2.570 -1.209  0.59
H -2.608 -2.968 -2.531  0.39
H -2.788 -1.293 -2.010  -0.03
H -2.626 -4.344 -0.050  0.60
H -0.989 -4.258 0.590  0.40
H -1.254 -4.640 -1.122  0.30
H -3.059 -2.180 0.975  0.63
H -2.219 -0.712 0.465  0.16
H -1.395 -1.891 1.480  0.24
H 1.148 -1.538 1.571  -0.04
H 2.133 -2.969 1.860  0.60
H 0.392 -3.137 1.615  0.35
H 2.901 -1.022 -0.460  -0.04
H 3.335 -2.406 -1.426  0.42
H 3.618 -2.429 0.309  0.53
H 0.795 -4.794 -0.376  0.35
H 2.483 -4.622 0.096  0.56
H 2.008 -4.358 -1.578  0.38
H -0.175 -0.216 -3.810  0.23
H -1.507 -1.360 -3.809  0.35
H -0.224 -1.505 -5.018  0.67
H 2.234 -1.022 -3.156  0.24
H 1.937 -2.068 -4.549  0.65
H 2.499 -2.774 -3.039  0.41
H -1.088 -3.820 -3.291  0.26
H 0.512 -4.389 -2.808  0.27
H 0.229 -3.828 -4.459  0.58

- Energy relative to the best compared isomer or geometry (same formula, charge and spin): 0.0 kcal per mole
- Spin multiplicity: 1
- HOMO energy: -7.95 eV
- HOMO-LUMO gap: 0.2465 Eh
- Total energy: -4214.1519 Eh

3.
Formula: C32H41ClGeINO5SSbW
Source: the OMol25 dataset
Level of theory: ωB97M-V/def2-TZVPD

Each line ends with the Mulliken charge.
Positions of all 85 atoms, in Å:
W -0.346 -0.726 -0.654  -0.26
O 0.226 -4.679 0.054  -0.46
Cl 0.128 -3.328 -0.271  1.69
O 1.383 -2.563 -0.323  -0.42
O -0.542 -3.005 -1.561  -0.50
O -0.695 -2.501 0.690  -0.53
I 4.522 -1.897 -3.964  0.21
C 2.541 -1.333 -3.818  -0.71
C 1.743 -1.147 -4.942  -0.08
C 0.443 -0.692 -4.780  -1.07
C -0.042 -0.486 -3.511  -0.02
N 0.708 -0.734 -2.420  0.19
C 1.987 -1.115 -2.571  0.35
H 2.134 -1.338 -5.935  0.51
H -0.194 -0.491 -5.632  0.53
H -1.039 -0.098 -3.350  0.56
H 2.578 -1.239 -1.681  0.36
S 0.786 -0.066 1.267  -0.13
Sb 3.136 0.645 1.170  1.49
C 3.002 2.056 2.662  1.06
C 3.219 1.731 4.000  -0.51
C 3.054 2.724 4.953  -0.75
C 2.676 4.005 4.567  -0.54
C 2.462 4.312 3.226  -0.72
C 2.621 3.334 2.256  -0.56
C 4.242 -1.055 1.436  1.18
C 4.220 -1.706 2.672  -0.82
C 5.050 -2.800 2.850  -0.84
C 5.880 -3.222 1.815  -0.64
C 5.881 -2.570 0.589  -0.84
C 5.057 -1.472 0.384  -0.07
C 3.576 1.591 -0.621  0.45
C 2.573 2.056 -1.469  -0.32
C 2.925 2.713 -2.640  -0.52
C 4.266 2.904 -2.952  -0.71
C 5.261 2.457 -2.092  -0.81
C 4.924 1.794 -0.919  -0.61
H 3.529 0.740 4.305  0.23
H 3.228 2.499 5.997  0.44
H 2.555 4.775 5.318  0.43
H 2.184 5.317 2.937  0.44
H 2.481 3.580 1.210  0.42
H 3.574 -1.382 3.478  0.35
H 5.058 -3.318 3.799  0.46
H 6.537 -4.068 1.971  0.43
H 6.532 -2.908 -0.206  0.45
H 5.066 -0.957 -0.570  0.38
H 1.527 1.925 -1.212  0.26
H 2.157 3.091 -3.304  0.49
H 4.537 3.418 -3.866  0.48
H 6.303 2.631 -2.328  0.48
H 5.710 1.460 -0.250  0.58
C -7.871 -1.197 -1.815  -1.39
C -6.546 -0.527 -2.184  -0.56
C -5.551 -0.579 -1.021  -0.46
C -4.172 -0.030 -1.435  -0.81
Ge -2.825 -1.133 -0.550  0.94
C -2.543 -0.427 1.341  -0.60
C -3.906 -0.071 1.979  -1.01
C -4.739 -1.292 2.368  -0.18
C -6.090 -0.889 2.952  -1.42
H -8.621 -1.012 -2.582  0.40
H -8.260 -0.825 -0.866  0.33
H -7.752 -2.279 -1.733  0.35
H -6.721 0.515 -2.458  0.35
H -6.107 -1.002 -3.065  0.38
H -5.486 -1.617 -0.678  0.33
H -5.934 -0.012 -0.174  0.12
H -4.010 1.017 -1.179  0.33
H -4.056 -0.102 -2.519  0.70
H -3.399 -2.541 -0.375  0.09
H -1.911 0.463 1.371  0.22
H -2.041 -1.175 1.950  0.58
H -4.481 0.593 1.331  0.24
H -3.678 0.505 2.880  0.60
H -4.180 -1.886 3.095  0.45
H -4.892 -1.937 1.503  0.25
H -5.964 -0.286 3.853  0.37
H -6.676 -1.766 3.220  0.39
H -6.672 -0.299 2.240  0.29
C -1.276 2.271 -0.620  -0.74
O -0.870 0.938 -0.989  0.05
H -0.880 2.951 -1.368  0.33
H -0.856 2.467 0.366  0.31
H -2.360 2.302 -0.601  0.31

- Energy relative to the best compared isomer or geometry (same formula, charge and spin): 25.5 kcal per mole
- Spin multiplicity: 1
- Total charge: +3
- HOMO energy: -16.89 eV
- HOMO-LUMO gap: 0.2362 Eh
- Total energy: -5213.9266 Eh